1.
The following is a DFT calculation (wB97M-V/def2-TZVPD) of 8 unconnected molecules or ions with the total composition C10H32O10 in a non-equilibrium geometry.

The energy is -1152.34674 Ha. The spin multiplicity is 1. The strongest force on any atom comes out at 4.66 eV/A. The HOMO-LUMO gap is 1.88 eV. The energy above the lowest of the compared OMol25 structures with the same formula, charge and spin is 515.0 kJ/mol. As for the total charge: -2.

```
52
Properties=species:S:1:pos:R:3:lowdin_charge:R:1
C 3.11 0.32 -0.56 -1.234
O 2.30 -0.21 -1.35 -0.181
O 4.30 0.04 -0.66 -0.164
O 2.67 1.18 0.20 -0.183
C -3.28 -2.17 -8.15 -0.116
C -2.28 -3.18 -7.64 -0.338
O -1.17 -2.39 -7.23 -0.071
H -2.93 -1.74 -9.09 0.071
H -3.51 -1.36 -7.46 0.074
H -4.24 -2.66 -8.26 0.061
H -2.03 -3.94 -8.38 0.103
H -2.79 -3.81 -6.91 0.102
H -1.22 -2.22 -6.29 0.091
C -2.44 6.64 0.45 -0.114
C -0.97 6.83 0.49 -0.334
O -0.34 6.04 -0.52 -0.089
H -3.07 7.20 -0.24 0.067
H -2.74 6.84 1.48 0.067
H -2.69 5.61 0.16 0.078
H -0.52 6.38 1.37 0.109
H -0.70 7.88 0.44 0.105
H 0.01 5.21 -0.17 0.092
C 3.89 3.30 5.89 -0.158
O 4.74 3.24 4.67 -0.130
H 4.44 3.67 6.76 0.060
H 2.99 3.89 5.73 0.062
H 3.55 2.33 6.24 0.060
H 4.23 2.69 4.07 0.070
C -1.90 0.33 4.32 -0.241
O -0.90 -0.60 4.15 -0.110
H -2.90 -0.07 4.53 0.068
H -1.80 1.04 5.14 0.060
H -1.85 0.91 3.40 0.081
H -0.29 -0.18 3.54 0.087
C -0.17 -5.56 0.07 -0.232
O 0.48 -5.20 -1.08 -0.105
H -0.29 -6.63 0.22 0.068
H 0.37 -5.20 0.95 0.076
H -1.18 -5.18 0.10 0.066
H 0.70 -4.27 -1.09 0.095
C -3.84 -0.92 -1.88 -0.227
O -3.09 0.13 -2.38 -0.129
H -4.80 -0.96 -2.38 0.071
H -3.29 -1.79 -2.22 0.069
H -3.86 -0.86 -0.79 0.073
H -2.19 -0.02 -2.08 0.084
C 5.17 -3.64 4.08 -0.150
O 6.09 -3.12 3.06 -0.144
H 4.32 -4.05 3.54 0.067
H 5.68 -4.34 4.75 0.068
H 4.70 -2.79 4.57 0.065
H 5.53 -2.63 2.46 0.076
```

***

2.
The following is a DFT calculation (wB97M-V/def2-TZVPD) of 10 unconnected molecules or ions with the total composition C10H32O14 in a non-equilibrium geometry.

The energy is -1453.60058 Ha. The spin multiplicity is 1. The strongest force on any atom comes out at 2.88 eV/A. The HOMO-LUMO gap is 10.37 eV. As for the total charge: 0.

```
56
Properties=species:S:1:pos:R:3:lowdin_charge:R:1
C -0.89 0.84 -2.90 -0.013
C -1.80 2.05 -2.88 -0.303
C -1.09 3.39 -2.74 -0.073
O -1.71 4.20 -3.75 0.074
C -2.52 3.48 -4.52 -0.579
O -3.17 3.92 -5.40 0.166
O -2.47 2.17 -4.15 0.076
H 0.00 0.91 -3.52 0.091
H -1.47 -0.02 -3.24 0.069
H -0.56 0.64 -1.87 0.061
H -2.61 1.92 -2.16 0.150
H -0.03 3.26 -2.99 0.136
H -1.21 3.92 -1.80 0.133
C -1.79 -2.76 -2.40 -0.028
C -1.61 -2.43 -0.93 -0.289
C -2.76 -2.88 -0.01 -0.067
O -2.06 -3.33 1.14 0.085
C -0.80 -3.56 0.83 -0.603
O -0.05 -4.19 1.53 0.128
O -0.48 -3.20 -0.42 0.091
H -2.58 -2.15 -2.85 0.087
H -2.03 -3.82 -2.51 0.091
H -0.86 -2.61 -2.95 0.090
H -1.31 -1.38 -0.79 0.128
H -3.29 -3.71 -0.49 0.135
H -3.47 -2.07 0.11 0.138
C 4.62 1.46 1.15 -0.147
O 5.24 2.65 1.66 -0.122
H 4.73 1.42 0.07 0.071
H 5.20 0.65 1.61 0.078
H 3.55 1.42 1.36 0.060
H 5.39 2.53 2.59 0.064
C -1.07 -1.95 4.18 -0.109
O -1.00 -0.99 3.12 -0.155
H -1.88 -1.71 4.86 0.079
H -1.21 -2.93 3.71 0.067
H -0.13 -1.96 4.73 0.081
H -0.09 -0.64 3.12 0.015
O -1.42 1.29 1.29 -0.046
H -1.69 0.79 2.08 0.051
H -2.23 1.64 0.92 0.071
O 1.52 0.18 3.31 -0.054
H 1.81 -0.75 3.40 0.016
H 2.22 0.70 3.72 0.066
O 2.37 -2.47 2.63 -0.044
H 2.82 -2.48 1.78 0.058
H 2.21 -3.41 2.83 0.057
O 2.38 1.30 -1.96 -0.076
H 1.95 0.81 -1.24 -0.014
H 3.05 0.69 -2.31 0.036
O 0.92 0.23 0.17 -0.064
H 1.40 -0.30 0.82 0.041
H 0.05 0.39 0.57 0.006
O 0.67 3.34 0.61 -0.063
H 1.13 2.88 -0.11 0.012
H 0.11 2.66 1.02 -0.008
```

***

3.
The following is a DFT calculation (wB97M-V/def2-TZVPD) of a molecular structure, C10H33B3O18P4 in a non-equilibrium geometry.

The energy is -3195.24914 Ha. The spin multiplicity is 1. The strongest force on any atom comes out at 9.80 eV/A. The HOMO-LUMO gap is 6.47 eV. As for the total charge: 0.

```
68
Properties=species:S:1:pos:R:3:lowdin_charge:R:1
O -4.36 -0.76 4.82 -0.308
P -4.09 -1.23 3.40 0.613
O -5.42 -0.69 2.48 -0.179
O -4.14 -2.92 3.33 -0.142
C -2.58 -0.50 2.61 -0.079
B -1.54 0.14 3.65 -0.540
O -0.84 -0.75 4.55 0.177
B -1.25 -0.26 5.85 -0.258
O -0.76 1.06 6.19 0.161
B -1.35 1.91 5.19 -0.249
O -1.27 1.55 3.80 0.159
H -5.76 0.05 3.02 0.068
H -3.47 -3.22 2.69 0.064
H -2.94 0.31 1.90 0.108
H -2.05 -1.27 1.97 0.109
H -1.99 -0.87 6.56 0.119
H -1.87 2.91 5.56 0.115
C 0.39 4.83 -0.01 -0.125
O 1.62 4.82 0.74 -0.263
P 2.16 3.27 1.24 0.691
O 3.14 3.84 2.24 -0.275
O 2.87 2.98 -0.21 -0.280
C 3.69 3.97 -0.81 -0.107
O 2.46 1.64 1.68 -0.233
C 1.65 1.17 2.76 -0.123
H 0.21 5.84 -0.37 0.091
H 0.45 4.15 -0.86 0.069
H -0.44 4.53 0.64 0.078
H 4.10 4.67 -0.08 0.089
H 3.10 4.52 -1.55 0.086
H 4.51 3.48 -1.32 0.092
H 0.59 1.26 2.51 0.059
H 1.86 1.74 3.67 0.097
H 1.88 0.12 2.93 0.098
C -0.47 2.71 -7.19 -0.136
O -0.50 3.51 -6.00 -0.262
P 0.77 3.20 -4.89 0.683
O 0.09 3.92 -3.74 -0.282
O 1.80 4.19 -5.69 -0.271
C 1.38 5.49 -6.07 -0.110
O 2.08 2.62 -3.97 -0.244
C 1.85 1.36 -3.33 -0.135
H -1.24 3.07 -7.87 0.089
H 0.50 2.79 -7.69 0.083
H -0.68 1.67 -6.94 0.080
H 0.56 5.86 -5.45 0.088
H 1.06 5.47 -7.12 0.084
H 2.23 6.17 -5.98 0.092
H 1.60 0.60 -4.08 0.077
H 1.04 1.45 -2.61 0.082
H 2.76 1.06 -2.82 0.090
C -0.73 -8.49 -0.11 -0.135
O -1.19 -7.13 -0.17 -0.273
P -0.45 -6.06 0.94 0.703
O -1.52 -5.01 0.72 -0.283
O 0.79 -5.82 -0.10 -0.270
C 0.53 -5.61 -1.48 -0.109
O 0.35 -5.06 2.08 -0.242
C -0.11 -5.23 3.41 -0.142
H -1.18 -9.04 -0.93 0.090
H 0.36 -8.52 -0.21 0.082
H -1.02 -8.94 0.83 0.081
H -0.48 -5.22 -1.66 0.089
H 0.65 -6.55 -2.02 0.085
H 1.26 -4.90 -1.87 0.093
H 0.01 -6.27 3.72 0.079
H -1.17 -4.95 3.47 0.075
H 0.47 -4.60 4.07 0.091
```

***

4.
The following is a DFT calculation (wB97M-V/def2-TZVPD) of 5 unconnected molecules or ions with the total composition C10H33N2O7 in a non-equilibrium geometry.

The energy is -1036.71336 Ha. The spin multiplicity is 1. The strongest force on any atom comes out at 2.27 eV/A. The HOMO-LUMO gap is 10.02 eV. The energy above the lowest of the compared OMol25 structures with the same formula, charge and spin is 0.0 kJ/mol. As for the total charge: +1.

```
52
Properties=species:S:1:pos:R:3:lowdin_charge:R:1
N 0.15 0.95 -0.07 0.276
H 0.64 1.81 -0.29 0.085
H -0.67 1.11 0.52 0.106
H 0.73 0.25 0.46 0.081
H -0.12 0.49 -0.94 0.099
C 2.57 0.24 2.70 -0.050
C 2.05 -1.13 2.28 -0.410
C 0.71 -1.55 2.86 -0.215
O 0.59 -2.93 2.62 -0.179
C -0.75 -3.36 2.46 -0.087
N 1.95 -1.16 0.79 0.017
H 3.31 0.68 2.03 0.081
H 3.11 0.10 3.64 0.087
H 1.74 0.91 2.93 0.061
H 2.79 -1.89 2.54 0.143
H -0.09 -0.97 2.38 0.116
H 0.69 -1.30 3.93 0.138
H -1.12 -2.98 1.49 0.079
H -1.49 -2.99 3.18 0.093
H -0.73 -4.45 2.50 0.095
H 2.89 -1.30 0.42 0.095
H 1.61 -2.11 0.58 0.092
C -0.04 4.19 1.08 -0.226
C -0.89 3.57 2.17 -0.198
O -0.65 2.15 2.36 -0.107
O -0.44 3.74 -0.21 -0.073
H 1.01 4.00 1.28 0.129
H -0.14 5.28 1.15 0.129
H -1.95 3.69 1.93 0.124
H -0.73 3.98 3.17 0.129
H -0.76 1.93 3.29 0.088
H -1.23 4.23 -0.44 0.104
C -2.57 -1.99 -2.75 -0.258
C -3.40 -2.80 -1.74 -0.251
O -4.49 -2.07 -1.20 -0.062
O -3.35 -1.98 -3.94 -0.052
H -1.69 -2.62 -2.93 0.112
H -2.28 -1.06 -2.26 0.106
H -2.81 -3.22 -0.93 0.108
H -3.83 -3.62 -2.32 0.122
H -5.20 -2.01 -1.84 0.088
H -2.79 -1.72 -4.68 0.089
C 1.47 0.25 -3.49 -0.180
C 2.36 1.33 -2.91 -0.237
O 1.66 2.29 -2.14 -0.064
O 0.86 -0.50 -2.40 -0.118
H 2.06 -0.42 -4.11 0.128
H 0.58 0.66 -3.95 0.125
H 2.84 1.79 -3.79 0.128
H 3.20 0.87 -2.38 0.125
H 1.45 3.01 -2.75 0.104
H 1.19 -1.39 -2.28 0.086
```

***

What is the formula in the second record? C10H32O14